[1]
Here is a single C17H20O5 molecule at a distorted geometry from OMol25. Energies are from ωB97M-V with the def2-TZVPD basis set.

XYZ file:
```
42
Properties=species:S:1:pos:R:3:forces:R:3
C 1.834912 2.939204 -5.877417 -0.092 -0.663 -0.645
O 1.217562 1.755561 -5.300185 -0.085 0.307 0.027
C 0.187822 2.006130 -4.481112 -1.127 0.796 1.084
O -0.200870 3.111390 -4.181530 0.769 0.439 -0.636
C -0.631649 0.875382 -3.893174 1.678 -1.655 0.554
C 0.073220 -0.504629 -3.766594 -0.217 -0.324 -0.963
C 1.284184 -0.639486 -2.839448 -0.494 0.807 1.024
C 0.879369 -0.406647 -1.433035 -0.569 0.047 1.606
C 0.500121 -0.206223 -0.288008 0.353 0.203 -1.879
C 0.181735 0.141664 1.074747 0.237 -0.091 0.379
C -1.041891 0.727961 1.494292 1.251 -0.593 0.866
C -1.250824 0.968010 2.859949 0.854 0.006 0.116
C -2.500244 1.615696 3.331310 -0.383 0.767 -0.535
C -0.238931 0.714376 3.840568 -0.169 0.323 -1.442
O -0.450275 1.157821 5.114913 -0.103 -0.668 0.362
C -0.825854 0.111376 6.026995 0.206 -0.302 0.644
C 0.970550 0.172000 3.400660 0.723 -0.938 -1.475
C 2.128849 -0.075028 4.295993 0.268 1.711 2.438
O 2.244299 0.605977 5.327774 0.512 -2.032 -1.980
O 3.025528 -1.025429 3.884965 -0.807 0.589 -0.097
C 4.146711 -1.198548 4.745869 0.210 -0.601 0.180
C 1.179396 -0.119725 2.020715 -0.599 0.168 0.745
H 2.235006 3.607372 -5.158141 0.076 0.446 1.096
H 1.147496 3.507613 -6.504683 -0.124 -0.302 0.045
H 2.679845 2.576956 -6.453196 -0.154 -0.217 -0.212
H -0.959543 1.165768 -2.874994 -0.029 0.208 -0.854
H -1.457682 0.737752 -4.578509 -0.467 0.090 0.096
H 0.361791 -0.854377 -4.767447 0.096 0.215 0.111
H -0.670901 -1.244227 -3.444159 0.045 0.231 0.098
H 1.737793 -1.614823 -2.931420 -0.017 -0.428 -0.059
H 2.085761 0.070644 -3.031698 -0.013 0.214 -0.430
H -1.778462 1.003732 0.754806 -0.174 -0.064 0.053
H -3.190912 1.714140 2.498003 -0.125 0.061 -0.074
H -3.005250 1.055062 4.090634 -0.205 -0.373 0.561
H -2.316623 2.621346 3.726466 0.050 -0.196 0.011
H -0.203478 -0.798950 5.908630 -0.136 0.578 -0.035
H -0.753379 0.432511 7.101452 0.120 0.129 -1.262
H -1.858957 -0.165434 5.827728 -0.188 -0.103 0.029
H 4.688413 -0.287862 4.856051 0.452 0.724 -0.060
H 4.820124 -2.011456 4.433583 -0.588 0.405 -0.630
H 3.803631 -1.483924 5.711685 -0.387 -0.108 0.937
H 2.147037 -0.533243 1.702393 -0.649 0.194 0.204
```
Positions in Å, forces in eV/Å.

Results
Structure (SMILES): COC(=O)CCCC#Cc1cc(C)c(OC)c(C(=O)OC)c1
HOMO-LUMO gap, eV: 8.9

In elementary charge units, the Löwdin charges are: -0.0277, -0.0225, -0.5052, 0.0952, -0.0786, -0.1987, -0.1934, 0.0004, 0.0250, -0.2165, 0.0378, -0.1714, -0.0379, -0.1984, -0.0916, -0.0514, -0.0422, -0.3891, 0.0992, -0.0414, -0.0509, 0.0443, 0.0782, 0.0981, 0.0900, 0.1282, 0.1224, 0.1106, 0.1151, 0.1089, 0.1128, 0.1182, 0.0788, 0.0696, 0.0992, 0.0974, 0.1097, 0.0773, 0.0855, 0.1020, 0.0800, 0.1329

=====

[2]
Here is a molecular structure, C17H21AsN5O7PdS2 from OMol25. Energies are from ωB97M-V with the def2-TZVPD basis set.

XYZ file:
```
54
Properties=species:S:1:pos:R:3:forces:R:3
Pd -0.960536 1.065945 -0.060524 0.528 -0.090 -0.046
O -3.041708 -0.307469 3.960326 0.136 0.011 0.112
As -2.760270 0.241361 2.253968 -0.374 0.006 -0.158
O -3.419526 1.727966 2.086705 0.051 -0.077 0.096
O -1.124526 -0.030314 2.106860 -0.180 0.243 -0.268
C -4.004381 -1.055429 1.395378 0.015 0.041 0.233
C -4.980674 -1.509073 2.286324 -0.037 -0.040 -0.062
C -6.026402 -2.326443 1.877744 0.040 0.029 0.056
C -6.117448 -2.712131 0.552664 -0.006 -0.011 -0.055
C -5.160124 -2.271529 -0.347854 -0.035 -0.028 0.044
C -4.114431 -1.448803 0.055747 0.007 -0.008 -0.109
S -2.964300 -0.958238 -1.245350 0.073 0.082 0.387
O -3.175249 0.465672 -1.428796 -0.215 0.003 -0.123
O -3.306326 -1.779714 -2.393942 0.055 -0.121 -0.004
O -1.655677 -1.255099 -0.647032 0.117 0.096 -0.215
H -2.150290 -0.330727 4.329060 -0.024 -0.048 -0.074
H -4.915585 -1.218314 3.324147 0.004 0.005 0.011
H -6.761391 -2.656667 2.603893 -0.009 -0.004 -0.010
H -6.925055 -3.352757 0.214701 0.000 0.000 0.009
H -5.194454 -2.561819 -1.388965 0.000 0.005 0.001
O 0.082731 1.629971 -2.160004 -0.019 0.027 0.096
N 0.804558 2.715268 -2.152917 -0.091 -0.103 0.060
C 1.598845 2.932910 -3.228110 -0.006 -0.065 -0.082
C 2.408174 4.031029 -3.357849 -0.078 0.020 0.164
C 2.401859 4.964785 -2.314394 0.051 0.026 -0.068
C 1.599354 4.742271 -1.226404 -0.098 -0.071 0.089
C 0.763074 3.604737 -1.093736 0.257 0.108 -0.263
S -0.221588 3.348543 0.255582 -0.122 -0.074 0.233
H 1.511606 2.147410 -3.964576 0.017 0.014 -0.008
H 3.017706 4.144199 -4.242650 0.012 0.010 -0.004
H 3.023183 5.851486 -2.358703 -0.001 -0.003 -0.006
H 1.569657 5.436985 -0.398027 0.028 0.020 -0.017
C 2.084308 -0.862286 -1.226167 0.002 -0.018 -0.017
N 3.406422 -1.485013 -0.974884 -0.005 0.023 0.016
C 4.221244 -0.505178 -0.248890 0.011 0.004 -0.026
N 3.617399 -0.065678 1.010466 0.011 -0.006 0.005
C 2.290479 0.510933 0.691278 0.010 -0.007 0.027
N 1.451140 -0.453791 0.008221 -0.166 0.066 -0.022
C 1.249748 -1.611107 0.863660 -0.015 -0.067 -0.031
N 2.545979 -2.259004 1.183780 0.006 0.031 0.016
C 3.186129 -2.626391 -0.078855 0.017 -0.037 -0.008
C 3.390687 -1.256482 1.836318 -0.001 -0.020 0.018
H 1.440938 -1.581726 -1.736350 -0.010 0.006 0.008
H 2.205574 0.009860 -1.871926 0.023 0.000 0.002
H 4.368222 0.368489 -0.889451 -0.004 0.001 0.003
H 5.198705 -0.952411 -0.034797 -0.003 -0.001 0.005
H 2.424455 1.391060 0.057966 0.013 -0.007 -0.009
H 1.793890 0.825994 1.610340 0.001 -0.014 0.002
H 0.602965 -2.323445 0.348974 0.001 0.016 -0.008
H 0.740464 -1.293973 1.773241 0.024 0.002 0.009
H 2.554430 -3.354952 -0.592708 -0.005 0.007 0.003
H 4.154888 -3.091971 0.137673 -0.001 0.006 -0.001
H 4.360752 -1.710124 2.071272 0.001 0.004 -0.006
H 2.910375 -0.948813 2.767578 -0.005 0.005 -0.006
```
Positions in Å, forces in eV/Å.

Results
Spin multiplicity: 2
Total charge: -2
HOMO-LUMO gap (spin up / spin down), eV: 6.0 / 5.9

In elementary charge units, the Löwdin charges are: 0.4863, -0.3158, 0.8271, -0.5124, -0.5429, -0.1996, -0.1135, -0.1143, -0.1121, -0.0837, -0.2464, 0.4123, -0.3609, -0.3650, -0.3959, 0.0088, 0.0792, 0.0859, 0.0866, 0.0943, -0.1956, -0.2392, -0.0638, -0.1126, -0.1299, -0.1319, -0.7123, 0.6248, 0.1233, 0.0826, 0.0862, 0.0858, -0.1706, -0.0915, -0.2029, -0.0897, -0.1801, -0.1127, -0.1746, -0.0900, -0.2039, -0.1983, 0.1307, 0.1112, 0.1175, 0.1095, 0.1127, 0.1200, 0.1209, 0.0983, 0.1181, 0.1093, 0.1095, 0.1210

=====

> Which formula does entry 2 have?

C17H21AsN5O7PdS2